Entry from OMol25: 10 unconnected molecules or ions with the total composition C42H108N4O14 in a non-equilibrium geometry (ωB97M-V/def2-TZVPD).

Output
HOMO energy (spin up / spin down), eV: -10.073 / -10.073
Total charge: +1
Largest force on an atom, Eh/bohr: 0.08663
Calculated total energy, Eh: -2936.6685
2S+1: 2
Gap between HOMO and LUMO (spin up / spin down), eV: 7.241 / 2.277
LUMO (spin up / spin down), eV: -2.83 / -7.80

Cartesian coordinates (Å):
C 0.343 3.326 2.267
O 0.631 3.334 3.687
C 1.862 4.052 3.885
C 2.493 3.947 5.353
N 3.294 2.748 5.615
C 4.007 2.928 6.805
C 4.185 1.493 7.411
O 2.963 1.040 7.989
C 2.454 1.734 9.131
H 0.287 4.335 1.858
H -0.519 2.684 2.085
H 1.160 2.885 1.696
H 1.768 5.108 3.631
H 2.568 3.620 3.176
H 1.726 4.015 6.125
H 3.043 4.886 5.416
H 2.649 1.998 5.819
H 3.739 3.681 7.546
H 4.992 3.318 6.548
H 4.982 1.394 8.147
H 4.690 0.900 6.648
H 2.363 2.808 8.966
H 3.050 1.700 10.043
H 1.469 1.331 9.365
C -1.156 -13.649 -0.370
O 0.260 -13.527 -0.499
C 0.670 -12.271 -1.005
C 0.331 -10.895 -0.458
N -0.677 -10.200 -1.286
C -0.605 -8.773 -1.123
C -0.783 -8.177 0.357
O -0.191 -6.901 0.535
C -0.771 -5.830 -0.122
H -1.482 -14.648 -0.080
H -1.559 -13.501 -1.372
H -1.596 -12.962 0.351
H 0.586 -12.428 -2.080
H 1.751 -12.333 -0.882
H 1.253 -10.314 -0.485
H 0.106 -11.052 0.596
H -0.261 -10.393 -2.186
H -1.458 -8.359 -1.661
H 0.158 -8.322 -1.757
H -0.398 -8.915 1.061
H -1.826 -8.132 0.669
H -1.693 -5.611 0.417
H -1.042 -6.097 -1.144
H -0.084 -4.984 -0.142
C -3.823 4.184 -9.386
O -2.461 4.239 -8.928
C -2.181 5.543 -8.503
C -0.709 5.469 -7.994
N -0.719 5.242 -6.550
C -1.011 3.869 -6.304
C -0.763 3.513 -4.870
O -1.417 2.311 -4.491
C -1.309 1.870 -3.199
H -4.551 4.714 -8.772
H -4.116 3.140 -9.269
H -4.003 4.322 -10.452
H -2.800 5.929 -7.694
H -2.263 6.230 -9.345
H -0.103 6.333 -8.269
H -0.334 4.595 -8.526
H -1.225 5.891 -5.965
H -0.296 3.332 -6.926
H -2.027 3.617 -6.609
H -1.124 4.229 -4.132
H 0.291 3.397 -4.618
H -1.656 2.709 -2.597
H -0.247 1.694 -3.028
H -1.962 1.028 -2.969
C -4.425 7.046 4.586
O -3.988 5.961 3.681
C -3.881 4.714 4.465
C -3.425 3.595 3.518
N -4.392 3.284 2.359
C -3.708 2.499 1.305
C -4.510 2.836 0.096
O -3.997 2.177 -0.969
C -4.731 2.427 -2.160
H -4.640 7.931 3.987
H -3.790 7.384 5.404
H -5.446 6.849 4.915
H -4.911 4.504 4.754
H -3.170 4.713 5.291
H -3.232 2.721 4.139
H -2.476 3.897 3.074
H -4.849 4.139 2.075
H -3.806 1.435 1.519
H -2.719 2.923 1.127
H -4.369 3.894 -0.125
H -5.568 2.605 0.218
H -4.607 3.381 -2.673
H -5.753 2.048 -2.132
H -4.253 1.858 -2.957
C 3.919 3.875 -1.494
C 3.037 3.163 -2.540
C 3.327 3.439 -3.982
O 3.310 1.844 -2.219
H 4.953 3.546 -1.600
H 3.679 3.746 -0.438
H 3.870 4.963 -1.539
H 2.049 3.491 -2.217
H 4.300 3.135 -4.368
H 3.126 4.505 -4.094
H 2.615 2.893 -4.600
H 3.999 1.440 -2.753
C 4.321 -0.522 1.854
C 5.411 0.639 1.851
C 4.959 1.706 0.855
O 5.652 1.087 3.211
H 3.480 -0.202 2.468
H 4.786 -1.412 2.278
H 3.940 -0.840 0.883
H 6.404 0.427 1.455
H 5.100 1.518 -0.209
H 5.436 2.669 1.034
H 3.869 1.729 0.875
H 4.823 1.244 3.668
C 0.953 -1.154 -0.206
C 0.164 -0.044 -0.736
C -1.237 0.053 -0.100
O 0.892 1.117 -0.668
H 1.891 -1.210 -0.758
H 0.364 -2.067 -0.288
H 1.299 -0.987 0.814
H 0.066 -0.226 -1.806
H -1.628 1.070 -0.051
H -1.360 -0.289 0.927
H -2.025 -0.552 -0.548
H 1.673 1.092 -1.225
C -0.889 -1.953 3.494
C -0.740 -3.341 2.901
C 0.708 -3.888 2.974
O -1.525 -4.246 3.713
H -1.922 -1.710 3.739
H -0.153 -1.295 3.031
H -0.653 -2.110 4.546
H -1.010 -3.374 1.845
H 1.316 -3.283 2.301
H 0.900 -4.920 2.683
H 1.053 -3.867 4.008
H -1.452 -5.110 3.300
C -5.819 -0.973 -0.294
C -4.904 -1.904 0.484
C -4.930 -1.524 1.993
O -5.497 -3.167 0.383
H -5.381 0.025 -0.316
H -6.691 -0.891 0.356
H -6.059 -1.350 -1.288
H -3.869 -1.810 0.156
H -5.880 -1.569 2.527
H -4.593 -0.492 2.088
H -4.199 -2.107 2.553
H -4.974 -3.703 0.983
C 4.595 -1.248 -2.552
C 5.238 -0.750 -3.751
C 4.246 -0.857 -4.925
O 5.459 0.653 -3.584
H 3.563 -0.906 -2.468
H 5.148 -0.898 -1.681
H 4.665 -2.336 -2.550
H 6.168 -1.252 -4.020
H 4.344 -1.912 -5.184
H 4.445 -0.139 -5.720
H 3.202 -0.624 -4.718
H 6.394 0.733 -3.382